# 1
Formula: C16H24N2O3
Source: the OMol25 dataset
Level of theory: wB97M-V/def2-TZVPD

Each line ends with the Mulliken charge.
CARTESIAN COORDINATES (ANGSTROEM)
O 4.818687 -1.791811 -2.469972  -0.681
O -1.552848 4.357635 2.593885  -0.492
O 1.567041 1.577173 -2.298839  -0.699
C 3.599930 -1.824408 -2.423372  0.745
C -1.285485 3.793898 3.650127  -0.231
C 0.959334 0.516763 -2.392603  -0.186
C -3.084157 -1.013090 0.776298  -0.473
C -2.564460 0.216631 0.337174  -1.350
C -2.235014 -2.124948 0.913968  -0.694
C -1.194481 0.337534 0.047855  0.233
C -0.866356 -2.006059 0.615616  -0.485
C -0.340370 -0.773772 0.183058  1.007
N -0.158620 0.469170 -3.125565  -0.037
N 2.922789 -0.867200 -1.792078  -0.104
C 2.859010 -2.964876 -3.093322  -1.013
C -1.041811 -0.676540 -3.350322  -0.731
C -1.397714 1.287671 3.729006  -1.206
C 0.516380 2.394773 2.522969  -1.330
C -0.459319 2.500768 3.706133  0.628
C 1.136724 -0.654192 -0.141007  -1.765
C 1.467766 -0.729996 -1.640014  0.311
H -1.664445 4.214710 4.576214  0.409
H -4.135152 -1.102144 1.013021  0.434
H -3.213915 1.075521 0.236678  0.453
H -2.634329 -3.070398 1.253523  0.435
H -0.800221 1.289298 -0.280305  0.643
H -0.217835 -2.863332 0.727265  0.416
H -0.404929 1.344770 -3.563406  0.295
H 3.487349 -0.111083 -1.433342  0.258
H 2.173128 -2.564953 -3.837451  0.272
H 2.318783 -3.534956 -2.340410  0.289
H 3.586822 -3.609907 -3.585057  0.321
H -1.345778 -1.120944 -2.400228  0.202
H -0.534810 -1.427947 -3.958469  0.268
H -1.940102 -0.347077 -3.875942  0.317
H -2.012028 1.262007 2.824285  0.173
H -0.821962 0.358135 3.785189  0.337
H -2.063634 1.333864 4.596579  0.415
H -0.024021 2.394554 1.572996  0.199
H 1.207514 3.243846 2.522589  0.435
H 1.103546 1.473576 2.590717  0.404
H 0.123470 2.511585 4.632054  0.295
H 1.667314 -1.455724 0.375252  0.439
H 1.510601 0.289692 0.259328  0.262
H 0.967606 -1.608216 -2.040077  0.584

Atomic forces in eV per Å
O 0.17 0.08 0.07
O 0.36 -0.78 1.51
O 0.20 -0.40 0.27
C 1.15 -1.06 -0.84
C 0.19 0.01 -2.31
C 0.85 0.90 0.44
C 0.81 0.04 -0.20
C 0.57 -0.71 0.07
C 0.30 0.79 -0.28
C -0.55 -0.83 0.26
C -0.78 0.78 -0.09
C -0.29 0.01 -0.01
N -1.06 -0.65 -0.46
N -1.71 0.96 0.48
C 0.02 0.28 0.16
C 0.36 0.08 0.16
C -0.23 0.16 0.23
C -0.11 0.32 0.13
C 0.18 0.15 -0.36
C -0.49 0.16 0.30
C 0.27 -0.19 -0.10
H -0.17 0.06 0.63
H -0.03 -0.01 0.00
H -0.02 0.03 0.00
H -0.01 -0.03 0.01
H 0.08 0.04 -0.02
H 0.10 -0.05 0.01
H 0.13 -0.03 0.11
H -0.02 0.08 -0.05
H -0.22 -0.13 -0.03
H -0.22 -0.12 -0.08
H -0.05 0.16 0.14
H -0.05 0.00 -0.08
H -0.14 -0.09 -0.03
H 0.19 0.02 0.08
H 0.11 -0.02 0.11
H -0.07 0.15 -0.02
H 0.00 -0.11 -0.08
H 0.08 0.04 0.16
H -0.07 -0.13 -0.09
H -0.11 0.08 0.05
H -0.11 0.06 0.10
H 0.09 -0.02 -0.16
H 0.11 0.08 -0.07
H 0.22 -0.19 -0.09

Values from the calculation:
**HOMO level**: -9.37 eV
**Relative energy (zero: lowest compared OMol25 entry of this formula, charge and spin)**: 0.655 eV
**Total energy**: -26104.73831 eV
**Kohn-Sham gap**: 0.3637 Ha


# 2
Formula: C5H20O6
Source: the OMol25 dataset
Level of theory: wB97M-V/def2-TZVPD

Each line ends with the Mulliken charge.
CARTESIAN COORDINATES (ANGSTROEM)
C 0.745926 -0.235307 2.965140  -0.260
C 1.215961 -1.418027 2.503054  -0.813
C -0.569127 0.447625 2.553956  0.134
C -0.087528 1.655450 1.782126  0.129
C -0.939469 2.288612 0.970664  -1.072
H 1.427013 0.492523 3.553789  0.269
H 2.217872 -1.705046 2.806815  0.266
H 0.521037 -2.109906 1.977246  0.310
H -1.180182 -0.184956 1.954094  -0.383
H -1.297500 0.659348 3.416398  0.307
H 0.976195 2.163114 1.925497  0.160
H -0.581901 3.120855 0.501819  0.307
H -1.965970 1.966342 0.826361  0.348
H 2.639291 -1.879230 -2.540199  0.335
H 1.641341 -2.451745 -1.544005  0.346
O 2.441433 -1.850553 -1.543987  -0.811
H 1.328616 2.493166 -1.981371  0.294
H 1.018445 2.411480 -3.363864  0.334
O 0.701234 2.877699 -2.625738  -0.684
H -0.431164 -1.503477 -1.997448  0.266
H -0.821426 -2.857129 -2.790082  0.437
O -0.093145 -2.297317 -2.401780  -1.209
H -3.235282 -0.371789 -2.453951  0.127
H -2.233145 0.429763 -1.984422  0.212
O -2.429228 -0.533030 -1.876463  -0.157
H 2.947563 -0.206300 -1.045801  0.356
H 3.066669 0.904424 -0.059261  0.308
O 2.891343 0.679805 -0.956038  -0.629
H -2.428727 -0.871519 0.614716  0.207
H -3.939114 -1.210586 -0.016997  0.484
O -3.547022 -0.904280 0.829747  -0.919

Atomic forces in eV per Å
C 0.53 0.12 0.19
C -1.28 1.11 1.00
C 1.32 -0.02 1.77
C -0.16 1.76 -0.02
C 0.14 -1.86 1.46
H -0.96 -1.48 -0.89
H -0.14 -0.31 -0.32
H 0.89 0.55 0.21
H -0.15 -0.58 -0.83
H 1.46 0.18 -0.81
H -2.25 -1.58 -0.11
H 0.50 2.19 -1.52
H 0.15 -0.05 -0.11
H -0.36 0.25 2.16
H 0.65 1.09 0.13
O -0.15 -1.57 -2.44
H -0.58 0.31 0.24
H 0.17 -0.87 -2.09
O 0.45 0.42 1.92
H -1.11 0.48 0.01
H 0.72 1.47 0.89
O 0.27 -2.07 -0.90
H 0.05 -1.34 0.30
H 0.97 -0.25 0.75
O -0.88 1.54 -1.10
H -0.11 -4.89 -0.35
H 0.13 0.09 0.98
O -0.19 5.30 -0.53
H -5.03 -0.23 0.31
H 0.75 0.37 0.37
O 4.19 -0.13 -0.67

Values from the calculation:
**HOMO level (spin up / spin down)**: 0.25 / -6.95 eV
**Relative energy (zero: lowest compared OMol25 entry of this formula, charge and spin)**: 1.337 eV
**Total energy**: -17790.95271 eV
**Spin multiplicity**: 2
**Charge**: -1
**Kohn-Sham gap (spin up / spin down)**: 0.1017 / 0.3644 Ha